No. 1
Molecular formula: C24H69N6O7
Method: DFT, ωB97M-V with the def2-TZVPD basis set

Last column: Löwdin charge in e.
CARTESIAN COORDINATES (ANGSTROEM)
O -53.867 26.677 4.144  0.01
H -54.353 26.403 4.945  0.08
H -54.142 27.440 3.625  -0.08
H -52.929 26.851 4.139  0.07
C -56.341 26.259 3.398  -0.10
C -56.255 26.092 1.814  -0.38
C -56.448 27.406 1.129  -0.16
O -57.742 27.988 1.480  -0.17
C -57.717 29.494 1.688  0.00
N -54.953 25.579 1.472  0.01
H -57.513 26.061 3.571  0.17
H -55.818 27.310 3.829  0.13
H -55.756 25.453 3.872  0.00
H -56.933 25.431 1.362  0.08
H -56.280 27.294 0.150  0.09
H -55.645 28.072 1.407  0.10
H -58.866 29.894 1.481  0.16
H -56.887 29.887 1.174  0.07
H -57.523 29.667 2.553  -0.05
H -54.979 25.180 0.548  0.12
H -55.102 24.712 1.868  -0.11
C -56.261 24.282 7.819  -0.09
C -55.931 25.258 6.734  -0.43
C -55.243 26.573 7.292  -0.24
O -54.877 27.410 6.331  -0.20
C -54.108 28.550 6.750  -0.08
N -54.901 24.580 5.964  -0.02
H -57.177 24.840 8.107  0.09
H -55.408 23.956 8.530  0.12
H -56.523 23.228 7.643  0.08
H -56.764 25.610 6.027  0.16
H -54.456 26.231 7.910  0.11
H -56.041 27.153 7.922  0.17
H -54.852 29.115 7.164  0.07
H -53.339 28.803 6.030  0.07
H -53.396 28.477 7.587  0.11
H -55.361 23.724 5.316  0.17
H -54.123 24.263 6.591  0.11
C -56.448 23.982 0.864  -0.10
C -55.754 23.559 2.126  -0.24
C -54.116 23.780 2.041  -0.16
O -53.637 22.902 1.006  -0.11
C -52.253 23.215 0.850  -0.06
N -56.262 24.509 3.103  -0.11
H -56.234 23.214 0.066  0.14
H -56.169 24.751 0.346  0.02
H -57.551 23.874 0.888  0.14
H -56.040 22.524 2.382  0.17
H -53.673 23.428 2.900  0.11
H -53.884 24.726 1.920  0.01
H -52.145 24.234 0.759  0.04
H -51.977 22.541 0.188  0.04
H -51.434 22.849 1.699  0.15
H -55.872 24.381 3.995  0.04
H -57.239 24.136 3.241  0.18
C -54.266 30.640 4.906  -0.08
C -53.607 31.745 5.600  -0.48
C -52.685 32.577 4.568  -0.16
O -51.775 31.789 3.873  -0.19
C -51.044 32.495 2.914  -0.11
N -54.415 32.633 6.301  0.04
H -54.888 30.139 5.674  0.06
H -53.362 30.069 4.492  0.09
H -55.047 30.837 4.161  0.10
H -53.064 31.473 6.449  0.12
H -52.119 33.390 5.165  0.15
H -53.279 33.052 3.828  0.11
H -50.396 31.844 2.437  0.06
H -50.612 33.506 3.025  0.12
H -51.596 32.885 2.201  0.03
H -53.761 33.283 6.857  0.13
H -54.857 32.125 6.973  0.03
C -52.640 29.254 0.955  0.02
C -52.209 28.080 1.901  -0.33
C -50.986 28.401 2.657  -0.25
O -49.878 28.519 1.775  -0.18
C -48.668 28.818 2.391  -0.07
N -53.326 27.667 2.872  0.02
H -53.290 28.947 0.150  0.06
H -51.854 29.916 0.489  0.10
H -53.364 29.937 1.509  0.09
H -52.108 27.132 1.277  -0.03
H -50.708 27.854 3.464  0.01
H -51.199 29.330 3.316  0.18
H -47.715 28.637 1.824  0.12
H -48.384 28.108 3.204  0.10
H -48.722 29.901 2.815  0.13
H -54.122 27.271 2.417  0.09
H -53.884 28.478 3.109  0.12
C -51.152 24.547 4.701  -0.03
C -50.556 25.928 4.540  -0.46
C -50.233 26.237 3.051  -0.24
O -51.408 26.284 2.371  -0.12
C -51.134 26.635 1.029  -0.14
N -51.333 26.957 5.069  0.04
H -50.433 23.599 4.714  0.14
H -52.150 24.577 4.150  0.09
H -51.290 24.459 5.780  0.06
H -49.695 26.022 5.130  0.13
H -49.281 25.705 2.763  0.17
H -49.825 27.302 3.128  0.06
H -51.886 26.764 0.542  0.05
H -50.265 26.118 0.511  0.18
H -50.768 27.731 1.142  0.08
H -50.935 27.914 5.196  0.13
H -51.264 26.483 6.072  0.17

Results
total charge	+1
HOMO-LUMO gap	7.485	eV

No. 2
Molecular formula: C24H70F4HfN2O18
Method: DFT, ωB97M-V with the def2-TZVPD basis set

Last column: Löwdin charge in e.
CARTESIAN COORDINATES (ANGSTROEM)
Hf 1.417 -0.062 2.253  2.17
F 1.716 -0.038 4.533  -0.51
F 0.028 -0.598 0.370  -0.50
F 0.528 2.089 2.460  -0.46
F 3.014 -1.700 1.737  -0.48
C 1.183 2.853 -3.513  -0.04
C 1.606 1.392 -3.668  -0.38
C 3.172 1.278 -3.919  -0.19
O 3.659 1.915 -5.094  -0.18
C 4.283 3.166 -4.968  -0.12
N 1.405 0.656 -2.369  0.07
H 1.877 3.228 -2.762  0.08
H 0.103 2.953 -3.402  0.08
H 1.349 3.266 -4.508  0.08
H 1.322 1.005 -4.646  0.14
H 3.256 0.232 -4.214  0.12
H 3.656 1.463 -2.960  0.11
H 4.587 3.412 -5.985  0.09
H 5.195 3.127 -4.373  0.09
H 3.612 3.946 -4.607  0.08
H 0.406 0.803 -2.397  0.09
H 1.496 -0.342 -2.494  0.09
C -3.336 0.965 0.137  -0.03
C -4.197 2.195 0.586  -0.41
C -5.332 2.462 -0.408  -0.23
O -5.154 2.902 -1.705  -0.16
C -4.331 4.036 -1.903  -0.10
N -4.595 1.960 1.947  0.06
H -2.983 1.162 -0.875  0.08
H -3.919 0.045 0.177  0.07
H -2.460 0.878 0.780  0.07
H -3.603 3.099 0.450  0.10
H -6.097 3.137 -0.023  0.12
H -5.945 1.570 -0.538  0.13
H -4.443 4.967 -1.347  0.09
H -4.265 4.288 -2.961  0.09
H -3.313 3.676 -1.755  0.07
H -5.114 1.104 2.081  0.10
H -5.251 2.723 2.029  0.09
C 0.687 -3.559 -4.030  -0.18
C 0.335 -5.033 -3.474  -0.24
O -0.636 -5.686 -4.258  -0.07
O 1.560 -3.610 -5.183  -0.08
H 1.248 -3.045 -3.249  0.10
H -0.276 -3.071 -4.183  0.10
H -0.056 -4.884 -2.467  0.09
H 1.183 -5.699 -3.311  0.11
H -0.881 -6.488 -3.792  0.08
H 1.274 -4.249 -5.841  0.08
C 4.416 -3.790 -0.689  -0.23
C 5.315 -2.520 -0.498  -0.19
O 5.515 -2.026 0.878  -0.10
O 3.078 -3.486 -0.409  -0.10
H 4.709 -4.700 -0.165  0.11
H 4.261 -4.093 -1.725  0.11
H 5.047 -1.645 -1.091  0.10
H 6.342 -2.626 -0.847  0.10
H 4.634 -1.928 1.247  -0.01
H 2.954 -3.037 0.431  0.03
C -1.499 -1.194 3.992  -0.23
C -0.347 -2.261 4.222  -0.16
O 0.422 -2.304 2.960  -0.16
O -0.974 -0.049 3.445  -0.15
H -1.809 -0.976 5.014  0.12
H -2.316 -1.685 3.464  0.12
H -0.939 -3.078 4.634  0.12
H 0.238 -1.939 5.083  0.10
H 0.442 -3.237 2.732  0.04
H -1.433 0.786 3.558  0.03
C 3.753 2.377 1.681  -0.17
C 3.349 1.993 0.184  -0.23
O 2.133 1.356 0.106  -0.14
O 3.429 1.245 2.427  -0.16
H 3.073 3.125 2.090  0.12
H 4.720 2.845 1.864  0.14
H 4.168 1.360 -0.159  0.12
H 3.457 2.874 -0.448  0.12
H 1.951 1.195 -0.823  0.02
H 4.026 1.273 3.179  0.13
C -0.725 -6.468 0.668  -0.23
C 0.478 -5.537 0.934  -0.28
O 0.413 -4.848 2.085  -0.03
O -0.640 -7.614 1.470  -0.05
H -0.792 -6.865 -0.345  0.11
H -1.613 -5.849 0.796  0.11
H 0.616 -4.928 0.041  0.11
H 1.457 -6.015 0.973  0.13
H 1.103 -5.275 2.599  0.12
H -1.406 -7.641 2.049  0.09
C -1.011 3.621 5.049  -0.16
C -2.417 3.075 4.661  -0.20
O -2.365 2.133 3.598  -0.10
O -0.349 4.337 3.910  -0.11
H -0.313 2.865 5.409  0.11
H -0.990 4.192 5.977  0.11
H -2.990 3.919 4.276  0.11
H -2.895 2.698 5.565  0.11
H -3.182 2.122 3.092  0.03
H -0.248 3.741 3.164  0.01
C -1.291 5.461 0.807  -0.21
C -0.781 4.386 -0.207  -0.17
O 0.613 4.069 0.193  -0.10
O -2.738 5.515 0.837  -0.07
H -0.721 6.334 0.487  0.11
H -0.918 5.314 1.821  0.09
H -0.778 4.754 -1.233  0.11
H -1.374 3.496 0.006  0.10
H 0.572 3.422 0.902  0.02
H -2.924 5.845 1.719  0.08
C -2.681 -3.086 -0.507  -0.24
C -2.501 -2.270 -1.776  -0.20
O -1.142 -1.836 -2.033  -0.10
O -2.743 -2.102 0.467  -0.08
H -1.810 -3.709 -0.300  0.10
H -3.546 -3.739 -0.624  0.12
H -3.173 -1.412 -1.788  0.11
H -2.625 -2.894 -2.661  0.11
H -0.722 -1.368 -1.308  0.02
H -1.934 -1.588 0.530  0.05

Results
total charge	0
HOMO-LUMO gap	9.538	eV

No. 3
Molecular formula: C24H70N4O13
Method: DFT, ωB97M-V with the def2-TZVPD basis set

Last column: Löwdin charge in e.
CARTESIAN COORDINATES (ANGSTROEM)
C -9.381 -1.183 2.223  -0.13
O -8.370 -0.827 1.318  -0.18
C -7.309 -0.156 1.959  -0.24
C -6.356 0.335 0.898  -0.20
N -5.342 -0.674 0.582  -0.05
C -4.263 -0.710 1.561  -0.22
C -3.308 -1.869 1.288  -0.21
O -2.953 -2.012 -0.068  -0.16
C -2.096 -1.015 -0.497  -0.14
H -8.990 -1.716 3.101  0.09
H -10.068 -1.869 1.731  0.09
H -9.931 -0.297 2.566  0.09
H -6.778 -0.887 2.590  0.12
H -7.658 0.657 2.608  0.12
H -5.883 1.291 1.165  0.11
H -6.962 0.462 -0.004  0.12
H -4.929 -0.459 -0.317  0.10
H -4.677 -0.884 2.556  0.11
H -3.697 0.237 1.573  0.11
H -3.759 -2.810 1.599  0.13
H -2.406 -1.683 1.892  0.11
H -1.659 -1.171 -1.488  0.07
H -1.177 -0.939 0.110  0.08
H -2.534 -0.006 -0.551  0.09
C 7.925 5.380 -4.063  -0.12
O 9.209 5.432 -3.482  -0.18
C 9.232 5.395 -2.068  -0.23
C 9.241 3.991 -1.505  -0.22
N 7.895 3.445 -1.365  -0.06
C 7.893 2.036 -1.003  -0.23
C 6.495 1.545 -0.767  -0.23
O 5.785 1.685 -1.992  -0.19
C 4.403 1.554 -1.811  -0.13
H 7.190 5.945 -3.480  0.09
H 7.604 4.347 -4.231  0.08
H 7.971 5.873 -5.038  0.09
H 8.372 5.941 -1.657  0.12
H 10.121 5.942 -1.750  0.12
H 9.684 3.995 -0.504  0.12
H 9.883 3.363 -2.143  0.12
H 7.354 3.551 -2.214  0.08
H 8.502 1.866 -0.111  0.12
H 8.357 1.417 -1.792  0.12
H 5.998 2.129 0.013  0.13
H 6.519 0.479 -0.502  0.13
H 4.143 0.701 -1.163  0.08
H 3.904 1.319 -2.750  0.07
H 3.955 2.455 -1.379  0.09
C 0.002 -4.659 -1.517  -0.11
O -0.957 -3.992 -2.300  -0.19
C -0.319 -3.354 -3.397  -0.23
C -1.351 -2.621 -4.220  -0.22
N -2.215 -3.596 -4.886  -0.05
C -2.831 -3.056 -6.104  -0.23
C -3.995 -3.895 -6.531  -0.24
O -4.957 -3.875 -5.495  -0.20
C -5.737 -5.050 -5.441  -0.11
H 0.740 -3.953 -1.109  0.07
H 0.528 -5.451 -2.059  0.09
H -0.521 -5.081 -0.658  0.09
H 0.153 -4.128 -4.012  0.13
H 0.441 -2.682 -2.971  0.11
H -0.840 -2.040 -4.993  0.11
H -1.958 -1.965 -3.581  0.11
H -2.986 -3.834 -4.272  0.11
H -2.063 -2.951 -6.877  0.12
H -3.162 -2.011 -5.934  0.12
H -3.668 -4.923 -6.732  0.13
H -4.426 -3.502 -7.462  0.13
H -6.122 -5.317 -6.433  0.09
H -6.588 -4.861 -4.790  0.09
H -5.160 -5.888 -5.036  0.09
C -3.134 0.213 8.924  -0.12
O -1.824 0.411 8.452  -0.19
C -1.399 1.752 8.585  -0.25
C -0.053 1.886 7.937  -0.22
N -0.165 1.569 6.523  -0.06
C 1.085 1.661 5.807  -0.22
C 0.878 1.483 4.322  -0.24
O 0.366 0.189 4.099  -0.18
C 0.294 -0.119 2.736  -0.13
H -3.885 0.715 8.301  0.09
H -3.249 0.578 9.954  0.09
H -3.347 -0.854 8.920  0.09
H -1.336 2.012 9.653  0.12
H -2.099 2.459 8.119  0.13
H 0.653 1.220 8.458  0.13
H 0.260 2.929 8.018  0.12
H -0.634 0.682 6.404  0.11
H 1.805 0.880 6.106  0.13
H 1.518 2.645 5.997  0.12
H 1.845 1.593 3.800  0.12
H 0.225 2.253 3.885  0.12
H 1.276 -0.148 2.239  0.09
H -0.323 0.596 2.172  0.08
H -0.127 -1.112 2.580  0.08
O 1.625 2.702 -2.920  -0.06
H 1.525 1.786 -3.223  0.00
H 1.454 3.242 -3.696  0.06
O 3.227 -2.939 -0.481  -0.08
H 3.791 -2.994 0.294  0.03
H 2.738 -2.109 -0.380  -0.02
O 1.690 -0.586 -0.778  -0.06
H 1.554 -0.573 -1.735  0.01
H 1.267 0.224 -0.458  0.00
O 0.930 -0.014 -3.535  -0.04
H -0.028 0.091 -3.591  0.07
H 1.206 -0.238 -4.431  0.08
O 0.450 1.993 -0.437  -0.06
H -0.063 2.756 -0.163  0.05
H 0.850 2.249 -1.283  0.00

Results
SMILES string	COCCNCCOC.COCCNCCOC.COCCNCCOC.COCCNCCOC.O.O.O.O.O
total charge	0
energy above the lowest of the compared OMol25 structures with the same formula, charge and spin	0.862	eV
HOMO-LUMO gap	8.303	eV

No. 4
Molecular formula: C24H70N6O8
Method: DFT, ωB97M-V with the def2-TZVPD basis set

Last column: Löwdin charge in e.
CARTESIAN COORDINATES (ANGSTROEM)
C -3.844 0.306 -4.297  -0.07
C -4.289 -1.065 -3.764  -0.42
C -3.455 -1.699 -2.604  -0.21
O -2.221 -2.025 -3.158  -0.18
C -1.411 -2.666 -2.209  -0.11
N -5.646 -0.879 -3.307  0.02
H -4.064 1.088 -3.570  0.06
H -4.384 0.557 -5.210  0.08
H -2.755 0.302 -4.339  0.06
H -4.143 -1.772 -4.580  0.14
H -4.045 -2.566 -2.308  0.13
H -3.330 -0.932 -1.839  0.11
H -1.168 -2.089 -1.317  0.07
H -0.425 -2.802 -2.654  0.09
H -1.833 -3.612 -1.869  0.08
H -6.316 -0.587 -4.004  0.07
H -5.653 -0.143 -2.616  0.07
C 4.328 -0.649 -5.094  -0.07
C 3.093 -1.420 -4.643  -0.41
C 1.781 -0.586 -4.474  -0.15
O 1.934 0.159 -3.250  -0.26
C 0.769 0.876 -2.832  -0.07
N 2.891 -2.427 -5.658  0.02
H 4.450 0.114 -4.325  0.06
H 4.232 -0.135 -6.050  0.08
H 5.230 -1.258 -5.034  0.08
H 3.295 -1.867 -3.670  0.12
H 0.827 -1.109 -4.405  0.11
H 1.560 0.114 -5.280  0.12
H 0.827 1.867 -3.283  0.09
H 0.885 0.876 -1.749  0.08
H -0.169 0.473 -3.213  0.08
H 2.917 -2.135 -6.624  0.07
H 3.673 -3.064 -5.601  0.07
C 4.533 -2.831 -0.684  -0.05
C 3.561 -1.634 -0.422  -0.40
C 4.189 -0.196 -0.579  -0.18
O 5.157 -0.050 0.455  -0.20
C 5.396 1.335 0.723  -0.10
N 2.361 -1.836 -1.205  0.06
H 4.923 -2.800 -1.702  0.06
H 4.177 -3.849 -0.523  0.07
H 5.398 -2.620 -0.056  0.06
H 3.246 -1.629 0.621  0.10
H 3.370 0.522 -0.543  0.12
H 4.654 0.040 -1.536  0.12
H 4.510 1.816 1.139  0.08
H 5.696 1.869 -0.179  0.09
H 6.091 1.297 1.562  0.09
H 2.526 -1.242 -2.005  0.02
H 1.627 -1.379 -0.682  0.01
C -2.080 1.301 -0.243  -0.06
C -2.973 2.274 0.521  -0.41
C -3.127 3.718 -0.055  -0.17
O -2.113 4.545 0.518  -0.21
C -2.280 5.956 0.273  -0.09
N -4.266 1.619 0.493  0.03
H -1.058 1.663 -0.127  0.07
H -2.312 1.275 -1.307  0.07
H -2.153 0.288 0.155  0.06
H -2.541 2.362 1.518  0.11
H -4.101 4.054 0.301  0.11
H -3.080 3.896 -1.129  0.13
H -2.012 6.280 -0.733  0.08
H -1.726 6.547 1.002  0.09
H -3.338 6.218 0.312  0.08
H -4.307 0.663 0.817  0.07
H -4.843 2.167 1.116  0.06
C -0.206 -4.607 0.765  -0.05
C -1.054 -4.498 2.039  -0.41
C -2.325 -3.564 1.943  -0.17
O -1.999 -2.192 1.846  -0.21
C -1.662 -1.523 3.071  -0.09
N -1.532 -5.818 2.440  0.01
H 0.396 -3.709 0.628  0.07
H -0.913 -4.792 -0.044  0.06
H 0.489 -5.429 0.598  0.08
H -0.366 -4.278 2.856  0.13
H -3.055 -3.804 2.715  0.12
H -2.889 -3.799 1.040  0.12
H -0.712 -1.840 3.502  0.07
H -2.308 -1.701 3.931  0.09
H -1.630 -0.448 2.894  0.09
H -1.867 -6.227 1.579  0.06
H -0.722 -6.409 2.560  0.07
C -0.586 3.144 3.391  -0.06
C 0.693 2.978 4.140  -0.45
C 0.695 3.399 5.615  -0.17
O 0.411 4.827 5.686  -0.18
C 0.560 5.361 6.996  -0.12
N 1.072 1.582 4.045  0.04
H -0.781 4.180 3.113  0.08
H -1.395 3.104 4.120  0.09
H -0.701 2.556 2.481  0.07
H 1.393 3.634 3.623  0.13
H 1.628 3.184 6.136  0.12
H -0.113 2.806 6.043  0.12
H -0.253 5.129 7.683  0.08
H 0.691 6.443 6.977  0.09
H 1.426 4.899 7.469  0.07
H 1.261 1.179 3.139  0.05
H 1.978 1.441 4.468  0.07
O 0.494 -0.688 0.477  -0.06
H -0.215 -1.242 0.805  0.01
H 1.197 -0.794 1.118  -0.01
O 1.899 -1.040 2.708  -0.04
H 1.548 -1.015 3.599  0.05
H 2.809 -1.316 2.816  0.06

Results
SMILES string	COC[C@H](C)N.COC[C@H](C)N.COC[C@H](C)N.COC[C@H](C)N.COC[C@H](C)N.COC[C@H](C)N.O.O
total charge	0
energy above the lowest of the compared OMol25 structures with the same formula, charge and spin	3.204	eV
HOMO-LUMO gap	8.822	eV